# 1
DFT (ωB97M-V/def2-TZVPD) results for a 10-piece molecular cluster, C28H47BClN9O6S2 overall.

Values from the calculation:
- highest occupied orbital energy (eV) = -9.832
- total energy (eV) = -90361.197

Element x y z (Å)
O (1.333, 1.319, 2.424)
N (0.378, -5.246, 1.356)
C (3.920, 4.396, -4.958)
H (-0.723, -1.707, 7.838)
C (-0.433, -1.857, 2.391)
C (-0.445, -1.919, 0.882)
O (-0.596, 0.761, -4.248)
H (1.237, -1.363, -3.539)
H (-2.874, -3.633, 5.993)
N (2.210, -2.425, -0.725)
H (-1.415, -1.615, 2.801)
C (3.720, 1.927, 4.357)
C (-0.423, 1.937, 0.346)
B (-2.404, 0.442, 1.136)
H (-3.001, -1.119, -5.779)
N (3.734, -4.537, -6.056)
C (0.807, -5.526, 2.383)
C (-3.847, -3.329, 6.379)
N (-5.471, -2.847, 4.404)
C (4.712, -4.243, -5.533)
H (3.185, 3.563, -6.723)
H (1.560, 3.066, -2.854)
C (4.353, 2.463, 5.552)
H (-2.298, 0.489, -5.949)
H (0.961, 1.503, -2.239)
C (-0.369, 3.169, -1.826)
C (2.248, -1.462, -3.144)
H (-3.509, 7.218, -2.605)
C (2.226, -2.001, -1.792)
N (-1.256, -3.371, 5.222)
C (-3.208, 5.424, -1.565)
C (0.675, 2.457, -2.684)
H (-1.046, 3.763, -2.430)
H (-2.914, 1.538, 3.012)
H (0.649, 1.891, 0.158)
H (0.332, -2.589, 0.538)
H (-4.635, -0.694, 3.297)
H (5.746, -3.129, -4.086)
S (0.189, 1.942, -4.311)
H (3.439, 5.317, -6.778)
H (-1.821, 6.859, -2.206)
N (3.945, 4.387, -3.810)
Cl (-1.041, 3.394, -5.011)
C (-2.452, -0.462, -6.452)
N (-3.769, -0.115, -8.670)
C (-4.757, -3.067, 5.275)
H (0.192, 3.864, -1.201)
H (0.693, -6.568, 4.196)
H (-3.723, -2.428, 6.978)
C (-0.217, -0.566, 0.236)
C (3.841, 4.375, -6.410)
H (-3.054, -0.571, 4.067)
H (-0.618, -0.567, -0.773)
C (-3.575, -0.553, 3.114)
O (-0.756, 1.052, 3.663)
C (-1.156, 2.171, -0.972)
C (1.354, -5.870, 3.685)
H (4.341, 2.109, 3.482)
C (-0.803, 0.609, 1.038)
H (2.335, -6.328, 3.572)
H (-2.932, 7.404, -0.941)
H (6.406, -4.738, -4.401)
H (3.568, 0.853, 4.452)
C (-2.847, 6.805, -1.846)
H (-1.393, -2.372, 0.584)
O (1.351, 1.936, -5.127)
H (0.140, -0.891, 6.523)
H (-0.129, -2.801, 2.823)
H (2.723, -0.481, -3.158)
H (-3.148, -1.021, 0.017)
S (0.098, 0.635, 2.603)
H (1.451, -4.973, 4.294)
H (-4.241, -4.120, 7.014)
H (-4.260, 1.137, 1.952)
C (-3.190, -0.273, -7.692)
H (2.807, -2.126, -3.803)
H (-3.252, -1.421, 2.536)
C (-0.723, -2.723, 6.005)
C (-0.074, -1.857, 6.977)
H (6.647, -3.438, -5.577)
H (0.860, -2.303, 7.316)
C (-3.311, 0.776, 2.350)
H (-0.611, 2.782, 1.009)
H (4.829, 4.222, -6.840)
H (-1.478, -0.903, -6.651)
H (2.749, 2.385, 4.187)
C (5.948, -3.865, -4.862)
H (0.856, -0.382, 0.158)
N (4.849, 2.882, 6.499)
N (-3.493, 4.334, -1.344)
H (-2.167, 2.532, -0.821)
H (-1.239, 1.247, -1.540)
O (0.504, -0.862, 2.869)
O (-2.997, -0.071, -0.005)



# 2
DFT (ωB97M-V/def2-TZVPD) results for C28H47BrN5NiOS2Si4 as an isolated structure in a non-equilibrium geometry.

Values from the calculation:
- relative energy (zero: lowest compared OMol25 entry of this formula, charge and spin) (kcal/mol) = 32.1
- total charge = +1
- highest occupied orbital energy (alpha / beta) (eV) = -9.186 / -9.793
- total energy (eV) = -203559.291
- ⟨S²⟩ = 2.01
- multiplicity = 3

Element x y z (Å)
H (0.281, 1.802, 2.398)
H (0.623, -1.804, -1.192)
C (-4.080, 3.605, -2.306)
H (-5.416, -1.504, 2.245)
C (3.725, 3.091, 0.684)
H (4.885, 2.006, -2.162)
Si (1.049, 1.273, -1.104)
N (0.066, -5.199, 6.608)
C (0.873, -3.297, 1.836)
H (1.561, -3.762, -0.212)
C (1.165, -4.467, 6.411)
H (-1.382, -6.357, 5.898)
H (0.369, 5.351, -2.651)
H (2.561, -3.522, 5.035)
C (1.003, -3.090, 0.435)
C (-3.261, 2.890, -3.217)
C (2.525, -0.947, -3.100)
H (4.020, 3.341, 1.725)
C (-4.546, -2.108, 1.945)
C (1.393, 1.917, 2.414)
C (1.082, -4.822, 4.060)
C (-4.956, -3.565, 1.577)
Br (-2.649, 2.281, 1.362)
C (-0.125, 4.410, -2.949)
H (2.723, -1.986, -2.835)
N (-0.022, -0.902, 0.614)
H (2.562, 4.250, -4.580)
C (-3.237, -2.165, -0.162)
H (0.250, 2.499, -5.442)
H (-0.714, -0.342, 2.505)
H (-3.024, -4.579, 1.739)
N (-1.999, 1.930, -1.353)
Si (1.045, 2.921, -3.113)
N (-3.840, -1.453, 0.836)
O (-5.108, 4.376, -2.702)
C (0.513, -1.941, -0.096)
C (1.671, -4.219, 5.141)
H (0.295, 0.922, -4.553)
C (-0.206, -1.127, 1.954)
H (1.758, 2.618, 3.213)
H (1.420, 5.092, 0.068)
H (1.720, -4.114, 7.308)
H (-5.273, -4.072, 2.467)
C (-0.531, -5.773, 5.572)
H (4.679, -1.299, -0.587)
H (1.418, -0.855, -3.226)
H (2.980, 4.607, -2.909)
Si (1.831, 2.737, 0.817)
H (1.844, 0.934, 2.522)
H (-2.651, -3.911, -0.813)
H (-0.439, -6.243, 3.456)
C (-0.073, -5.639, 4.266)
C (3.854, -0.643, -0.207)
H (4.276, 0.051, 0.521)
C (-3.757, -4.307, 0.977)
H (3.214, -1.294, 0.395)
H (-3.309, 2.933, -4.269)
H (-0.935, 4.238, -2.232)
H (3.872, 3.944, 0.017)
S (-2.530, -1.372, -1.490)
N (-3.120, -3.507, -0.050)
H (-1.628, 1.488, -3.346)
H (1.207, 4.809, 1.773)
H (3.498, 3.167, -3.639)
H (-5.386, 4.154, -3.626)
H (-3.804, -0.416, 0.761)
H (-4.108, -5.236, 0.498)
C (0.839, 1.858, -4.705)
Ni (-1.073, 0.295, -0.542)
H (4.553, 0.886, -3.512)
H (3.000, -0.644, -4.085)
H (1.835, 1.574, -5.086)
C (-2.292, 2.062, -2.655)
C (-3.783, 3.542, -0.915)
H (4.335, 2.240, 0.329)
S (1.691, -4.706, 2.398)
C (0.191, -2.290, 2.574)
C (2.664, 3.791, -3.603)
C (4.588, 0.985, -2.416)
H (-3.857, -2.058, 2.801)
C (-2.790, 2.656, -0.501)
H (-0.017, -2.466, 3.622)
H (-4.418, 4.144, -0.284)
H (-5.773, -3.490, 0.876)
H (-0.662, 4.516, -3.919)
C (0.966, 4.374, 0.758)
H (-0.121, 4.337, 0.652)
Si (3.013, 0.298, -1.642)
H (5.412, 0.297, -2.073)



# 3
DFT (ωB97M-V/def2-TZVPD) results for C28H47Cl20F6MgN5O9 as an isolated structure in a non-equilibrium geometry.

Values from the calculation:
- highest occupied orbital energy (eV) = -8.282
- total energy (eV) = -327878.173

Element x y z (Å)
H (5.108, -3.811, 0.785)
H (-0.073, 8.044, -1.454)
N (4.705, -2.607, 2.477)
C (-2.744, -3.689, 0.894)
H (2.226, 3.029, -0.504)
Cl (-3.680, 1.021, 4.209)
Cl (-6.819, 2.301, -2.364)
H (-0.955, 0.223, -2.088)
H (-4.134, -3.592, -0.653)
H (-0.350, 1.794, -1.706)
N (0.397, 6.714, -2.860)
H (1.167, 6.312, -2.278)
C (1.447, -5.065, 4.503)
H (-2.911, -2.228, -1.952)
Cl (-1.551, -3.065, -4.916)
F (1.150, 1.469, 2.113)
F (0.080, 2.488, 0.493)
Mg (0.461, -2.872, 1.451)
C (3.451, 4.455, -2.698)
C (2.163, -2.889, -1.919)
C (3.380, -2.261, 2.336)
H (3.681, 2.035, -0.416)
H (-0.931, -0.496, 5.670)
N (3.612, 3.173, -2.138)
N (-3.126, -3.587, -0.434)
C (1.820, -6.162, 0.041)
H (2.718, -0.326, 2.384)
H (0.653, -0.657, 4.959)
H (0.354, 0.854, -3.922)
Cl (-4.402, 1.706, 1.511)
O (0.336, -3.014, 3.850)
H (-1.608, -2.546, 4.185)
H (-0.836, 8.356, -3.018)
H (0.836, 4.184, -3.456)
H (0.946, 8.828, -2.832)
F (1.195, -4.863, 5.813)
H (1.010, -5.719, 0.631)
Cl (-0.890, 4.980, 3.650)
O (3.170, 5.433, -2.040)
H (-0.873, 4.079, -3.022)
C (1.664, -3.952, -0.959)
H (4.571, -4.707, 2.209)
H (3.823, -0.666, 3.731)
C (0.118, 8.102, -2.533)
H (-0.752, -0.385, 4.039)
C (-0.028, 0.108, 0.450)
O (0.609, -3.745, -0.396)
C (-0.463, 5.946, -3.624)
C (-4.131, 0.404, 2.634)
Cl (-5.658, -0.440, 2.805)
H (2.553, -6.541, 0.734)
H (-0.508, 4.174, -4.700)
C (-0.378, -0.931, 4.891)
O (-1.334, 6.444, -4.318)
C (0.093, 1.418, 1.304)
C (-6.078, 0.763, -2.797)
Cl (1.127, 3.339, 4.917)
C (-2.251, -2.885, -1.407)
F (-1.012, 1.522, 2.103)
Cl (-3.385, 4.093, -0.437)
H (6.211, -4.010, 2.171)
N (2.337, -5.120, -0.845)
H (3.279, -5.150, -1.091)
C (-3.775, -4.215, 1.822)
O (0.658, 0.182, -0.765)
H (3.752, 3.869, -0.098)
Cl (-1.435, -2.279, -7.767)
Cl (-3.902, -3.046, -6.485)
C (-0.165, 4.574, 5.244)
O (0.353, -4.749, 2.283)
H (-1.103, 0.192, 0.177)
C (5.185, -3.838, 1.916)
Cl (-6.493, -0.273, -1.430)
H (3.444, 5.533, -4.558)
C (-0.036, 0.738, -1.883)
H (-0.706, -4.882, 3.811)
Cl (-1.216, 3.958, 6.557)
F (1.645, -6.349, 4.172)
C (3.309, 3.058, -0.703)
H (2.891, 3.787, -4.588)
H (1.867, 1.150, -3.006)
C (0.298, -4.470, 3.566)
O (-1.631, -3.315, 1.339)
H (-3.673, -5.340, 2.014)
H (-0.636, -2.901, 5.665)
H (1.160, -0.442, -3.064)
H (4.182, 2.538, -2.652)
H (2.165, -1.395, 3.607)
Cl (-4.321, 0.979, -2.672)
H (-1.586, -2.385, -0.801)
Cl (-4.517, 5.034, -2.844)
O (0.334, -0.940, 1.155)
C (-2.324, -2.230, -6.227)
Cl (0.575, 6.074, 5.791)
H (1.676, -2.026, -1.666)
Cl (-2.530, -0.483, -5.873)
H (1.467, -6.975, -0.584)
H (3.233, -2.697, -1.659)
C (-4.199, 5.501, -1.172)
C (3.018, -1.058, 3.121)
C (3.651, 4.501, -4.188)
C (-0.164, 4.453, -3.709)
H (-1.665, -3.555, -2.022)
Cl (-3.286, 6.884, -1.020)
H (-3.614, -3.674, 2.750)
Cl (-2.836, -0.778, 2.009)
O (2.587, -2.875, 1.618)
H (5.194, -2.223, 3.279)
C (-0.626, -2.379, 4.695)
H (2.093, -3.161, -2.960)
C (0.876, 0.659, -3.007)
Cl (-5.767, 5.724, -0.350)
Cl (-6.516, -0.030, -4.350)
H (-4.845, -4.012, 1.510)
H (4.691, 4.262, -4.455)
F (2.671, -4.482, 4.289)



# 4
DFT (ωB97M-V/def2-TZVPD) results for a 8-piece molecular cluster, C28H47N8O7 overall in a non-equilibrium geometry.

Values from the calculation:
- relative energy (zero: lowest compared OMol25 entry of this formula, charge and spin) (kcal/mol) = 76.7
- total charge = +1
- highest occupied orbital energy (eV) = -9.669
- total energy (eV) = -56017.443

Element x y z (Å)
C (55.352, 62.288, 57.750)
H (53.940, 61.195, 59.736)
O (57.296, 60.188, 55.365)
C (58.263, 61.648, 60.302)
C (54.911, 60.804, 59.736)
C (53.177, 65.022, 61.629)
C (54.849, 59.798, 57.536)
H (56.346, 64.166, 57.431)
H (50.885, 56.799, 60.045)
O (52.448, 57.518, 57.533)
C (55.700, 61.331, 52.510)
H (60.767, 58.686, 63.213)
H (56.282, 56.231, 60.612)
H (57.355, 61.665, 60.880)
H (60.033, 61.519, 58.165)
C (56.236, 63.259, 58.083)
H (55.427, 62.251, 56.551)
H (58.333, 63.379, 58.629)
C (58.062, 61.477, 58.662)
N (57.740, 59.062, 55.044)
H (59.084, 62.335, 60.782)
N (51.828, 64.746, 57.356)
H (54.310, 56.146, 61.650)
H (56.808, 61.291, 52.801)
C (50.592, 63.478, 58.899)
N (51.765, 57.744, 58.382)
C (59.355, 60.843, 58.159)
O (58.926, 58.759, 54.980)
C (55.527, 65.495, 61.538)
H (50.200, 63.247, 59.781)
H (55.542, 62.212, 52.035)
C (54.305, 65.653, 60.718)
C (56.006, 57.106, 61.320)
H (58.991, 54.980, 62.562)
C (55.515, 60.872, 58.341)
H (59.503, 60.758, 56.972)
H (60.408, 58.441, 60.192)
H (59.168, 55.716, 59.890)
H (52.362, 55.776, 59.317)
C (59.355, 55.929, 62.178)
C (54.322, 58.034, 62.604)
H (56.776, 57.591, 53.835)
H (52.047, 63.342, 55.743)
H (58.573, 60.734, 60.757)
H (53.678, 60.091, 57.254)
N (54.831, 61.196, 53.628)
H (53.297, 63.874, 63.521)
H (52.529, 57.405, 60.357)
H (56.933, 57.317, 55.367)
H (54.650, 58.949, 58.088)
H (55.297, 59.728, 56.606)
H (59.973, 56.701, 64.094)
C (55.132, 64.611, 62.660)
C (51.209, 64.761, 58.550)
H (55.500, 60.618, 51.620)
H (52.352, 65.505, 56.721)
C (59.654, 56.328, 60.862)
C (56.754, 57.970, 54.737)
N (54.701, 57.012, 61.899)
H (56.520, 66.044, 61.529)
H (50.579, 61.573, 57.424)
O (50.764, 58.442, 58.382)
H (54.736, 59.878, 60.114)
H (55.547, 64.056, 63.639)
H (54.222, 66.022, 59.817)
C (51.987, 56.949, 59.624)
N (53.756, 64.439, 62.752)
H (55.698, 58.553, 54.889)
H (53.342, 58.340, 63.046)
H (51.329, 65.622, 59.127)
H (57.455, 58.663, 61.797)
C (51.590, 63.501, 56.827)
O (54.273, 60.132, 53.950)
C (57.764, 62.860, 57.975)
H (57.826, 62.634, 56.962)
C (60.167, 57.704, 60.974)
O (54.442, 62.289, 54.038)
C (50.904, 62.515, 57.738)
H (56.379, 63.811, 59.257)
C (56.586, 58.368, 61.883)
C (60.423, 57.990, 62.507)
H (59.779, 59.870, 58.604)
N (59.957, 56.752, 63.103)
H (52.040, 64.772, 61.225)
O (57.185, 59.221, 58.782)
N (56.965, 60.453, 58.564)
C (55.552, 59.047, 62.656)
H (55.666, 59.719, 63.360)
H (54.233, 62.506, 57.813)
H (55.405, 61.211, 60.542)



# 5
DFT (ωB97M-V/def2-TZVPD) results for a 3-piece molecular cluster, C28H48BrF7N6O2PS overall in a non-equilibrium geometry.

Values from the calculation:
- relative energy (zero: lowest compared OMol25 entry of this formula, charge and spin) (kcal/mol) = 52.7
- total charge = +1
- highest occupied orbital energy (alpha / beta) (eV) = -10.393 / -11.131
- total energy (eV) = -152024.858
- ⟨S²⟩ = 2.01
- multiplicity = 3

Element x y z (Å)
N (2.448, -3.751, 0.686)
H (-1.833, -0.678, -1.192)
C (2.197, -1.999, 2.452)
H (-6.029, -3.023, -3.453)
H (1.742, 7.128, -1.898)
N (5.372, -7.107, -0.349)
C (3.892, -1.970, 0.726)
H (2.108, 3.635, -3.801)
H (4.876, -5.370, 0.805)
N (3.486, -3.126, 0.189)
C (1.875, -3.197, 1.723)
N (4.787, 0.014, 3.856)
H (-5.052, -4.232, -2.605)
H (6.322, -1.481, 0.783)
H (3.937, -3.211, -1.927)
H (-2.331, 0.657, -0.192)
C (-2.669, -0.009, -0.985)
H (-0.098, 3.890, 1.240)
O (-3.515, -2.258, -2.216)
F (2.132, -0.529, 4.395)
H (4.894, 0.936, 1.588)
C (1.283, 5.013, -2.299)
H (-6.762, -4.111, -2.272)
C (-4.925, 0.370, -0.175)
H (-1.474, 3.465, -0.797)
C (-6.940, -1.701, -1.266)
N (2.216, 4.764, -1.161)
C (1.463, -1.452, 3.683)
H (-4.640, -4.091, -0.262)
C (-0.015, 4.192, -2.202)
C (-5.616, -2.503, -1.370)
Br (0.318, -4.201, 2.323)
H (0.409, 6.574, 0.148)
H (2.095, 6.811, 0.608)
H (6.241, -6.582, -0.492)
H (3.537, 4.833, 1.234)
H (-5.205, 0.970, -1.044)
H (-0.740, 4.564, -2.930)
H (0.655, 2.774, 0.124)
C (-3.661, -1.613, 0.667)
C (-5.871, -3.521, -2.494)
P (3.991, 0.332, 2.509)
O (2.829, 3.620, -1.372)
H (-6.294, -3.802, 0.228)
H (-2.849, 0.600, -1.875)
H (5.750, 0.323, 3.691)
H (-3.354, -0.971, 1.498)
H (-2.813, -2.281, 0.474)
H (0.882, 6.882, -3.392)
N (-4.502, -1.563, -1.697)
C (-3.949, -0.757, -0.572)
F (-0.154, 0.232, 4.188)
C (1.618, 4.716, 0.204)
H (5.261, -3.763, -0.866)
H (4.229, -5.673, -2.013)
C (3.339, -1.291, 1.871)
C (4.156, -3.763, -0.990)
H (2.673, -5.431, -1.195)
H (-5.838, 0.017, 0.299)
H (2.941, 1.220, 2.876)
C (0.957, 6.529, -2.363)
H (-1.107, 5.160, -0.599)
H (-5.659, -1.817, 1.482)
C (0.370, 3.824, 0.253)
C (-4.860, -2.454, 1.092)
H (-7.783, -2.258, -1.675)
C (0.025, -0.803, 3.322)
C (1.243, 6.132, 0.686)
C (-5.372, -3.297, -0.073)
F (-1.197, 0.597, 1.884)
S (5.318, -1.163, -0.092)
H (3.587, -6.606, 0.692)
F (1.174, -2.443, 4.583)
C (-0.064, -0.205, 1.881)
F (0.941, 0.598, 1.540)
H (2.905, 3.183, 1.108)
H (0.190, 3.152, -2.480)
H (0.006, 6.777, -1.889)
C (2.628, 4.229, 1.251)
H (-6.892, -0.772, -1.836)
H (1.256, 5.005, -4.470)
H (5.588, -7.661, 0.487)
H (-4.569, -3.110, 1.917)
F (-0.975, -1.661, 3.578)
F (-0.296, -1.190, 0.945)
H (-4.458, 1.041, 0.549)
H (-7.208, -1.460, -0.236)
H (0.938, 6.110, 1.734)
C (1.923, 4.701, -3.662)
C (-0.655, 4.189, -0.816)
H (2.206, 4.300, 2.256)
C (4.384, -6.104, 0.106)
C (3.761, -5.278, -1.081)
H (2.868, 5.235, -3.789)